Here is a 10-piece molecular cluster, C29H62N2O28S4 overall from OMol25. Energies are from ωB97M-V with the def2-TZVPD basis set.

```
125
Properties=species:S:1:pos:R:3:lowdin_charge:R:1
C 26.19500 30.62300 12.37400 0.004
N 27.26000 30.35200 13.39700 -0.344
C 27.19600 31.53400 14.39800 0.062
C 26.93800 29.16100 14.13100 -0.027
C 28.60300 30.40000 12.67300 -0.042
C 29.77100 30.10600 13.62800 -0.209
O 30.88700 30.70900 13.04900 -0.038
H 25.21800 30.71600 12.98900 0.121
H 25.97400 29.73900 11.71200 0.094
H 26.25600 31.53000 11.76800 0.100
H 26.22500 31.82500 14.48200 0.037
H 27.76700 32.36200 13.85900 0.117
H 27.78000 31.33200 15.33600 0.137
H 26.82300 28.31000 13.37300 0.127
H 26.08000 29.32500 14.97200 0.170
H 27.87000 28.72800 14.48200 0.077
H 28.74300 31.46200 12.24700 0.152
H 28.59100 29.57200 11.99800 0.096
H 30.18700 29.06700 13.57000 0.144
H 29.57900 30.37400 14.45500 -0.006
H 31.58600 30.15800 13.35200 0.022
N 30.06900 27.58100 16.23600 -0.616
O 28.90200 27.24800 16.26500 -0.048
O 30.88000 27.10900 15.35600 -0.125
O 30.62400 27.86800 17.32200 -0.072
O 35.23500 32.71800 17.07200 -0.246
S 34.93100 31.63600 16.26600 0.632
O 34.96600 30.17700 16.46500 -0.298
O 33.28400 31.94100 16.17300 -0.306
C 32.48800 31.16300 17.07200 -0.280
C 31.04300 31.71500 17.23900 -0.021
C 35.34500 32.00000 14.54800 -0.109
H 32.91300 31.26300 18.08700 0.133
H 32.49300 30.28600 16.71200 0.026
H 31.36500 32.61600 17.58800 0.028
H 30.38600 31.10200 17.95000 0.114
H 30.68200 31.67000 16.04700 0.125
H 34.74500 31.12200 13.96300 0.105
H 36.43400 31.72500 14.50600 0.084
H 35.16300 33.06900 14.59500 0.056
O 23.79400 32.12900 10.76700 -0.259
S 23.68500 33.29500 11.55800 0.657
O 22.41400 34.02100 11.64900 -0.274
O 24.01400 32.76000 13.06300 -0.298
C 22.84900 32.32700 13.82300 -0.200
C 23.41900 31.91000 15.21100 -0.047
C 24.94000 34.36700 11.09300 -0.043
H 22.31300 31.51900 13.27200 0.137
H 22.34500 33.18000 13.82600 0.050
H 22.73500 31.96700 16.16700 0.119
H 24.19500 32.37100 15.65900 0.005
H 23.76800 30.76700 15.15700 0.110
H 24.65800 34.61100 10.27500 -0.007
H 25.79500 34.00500 11.07400 0.000
H 25.08300 35.11800 11.72200 0.073
O 23.42100 27.45300 16.88000 -0.323
S 23.75100 26.79300 15.59300 0.571
O 24.57900 27.50100 14.68300 -0.302
O 24.67100 25.50400 16.13000 -0.305
C 25.69900 25.58300 17.25200 -0.209
C 26.33200 24.20200 17.48400 -0.070
C 22.41600 26.12200 14.88500 -0.191
H 25.08500 25.90900 18.11700 0.113
H 26.47000 26.33500 17.15300 0.098
H 25.41700 23.52800 17.90000 0.132
H 26.93000 24.40500 18.32300 0.047
H 26.99800 23.86500 16.68800 0.078
H 21.66300 26.92200 14.52300 0.116
H 22.05300 25.51500 15.82200 0.114
H 22.74100 25.33700 14.01300 0.147
O 35.61700 28.94200 13.22900 -0.235
S 34.42500 28.31600 13.29300 0.574
O 33.22300 29.08900 13.26000 -0.279
O 34.46800 27.37300 11.91900 -0.286
C 34.80200 28.08300 10.74200 -0.305
C 35.00700 26.98900 9.73200 -0.055
C 34.29700 27.27100 14.72400 -0.067
H 35.88300 28.53100 10.72400 0.148
H 34.07000 28.91600 10.76200 0.120
H 34.12800 26.68700 9.42000 -0.004
H 35.65300 26.07700 10.13600 0.158
H 35.46500 27.41200 8.90500 0.058
H 33.98900 26.21500 14.25000 0.144
H 33.70600 27.64200 15.43300 0.007
H 35.22500 27.28900 15.23700 0.062
C 31.35100 27.30700 10.93700 -0.204
C 30.96200 26.19900 9.92300 -0.041
O 29.53600 26.39800 9.72000 0.128
C 29.29100 27.43400 10.35000 -0.619
O 28.15400 27.95100 10.18600 0.061
O 30.28600 28.12300 10.91900 0.090
H 32.23300 27.91600 10.68000 0.104
H 31.73900 26.77700 11.89800 0.163
H 31.02400 25.20200 10.49600 0.169
H 31.51800 26.66500 8.92700 0.195
C 31.69300 33.96100 14.46500 -0.104
C 31.79000 35.01200 13.49100 -0.145
O 30.40300 35.23000 13.16700 0.022
C 29.59500 34.62000 14.16800 -0.552
O 28.41400 34.85700 14.35800 0.119
O 30.28700 33.83400 14.91600 0.069
H 32.25100 34.08100 15.43900 0.154
H 31.75600 32.98800 14.06800 0.099
H 32.40900 35.05100 12.52600 0.160
H 32.28600 35.87000 13.95500 0.122
C 30.26300 33.06100 8.85200 -0.075
C 30.63600 32.61100 10.31900 -0.146
O 29.78200 33.37300 11.09000 0.012
C 29.26700 34.41800 10.30400 -0.613
O 28.56900 35.27800 10.77100 0.164
O 29.70400 34.31300 9.16100 0.114
H 29.37500 32.53000 8.19200 0.183
H 31.12600 32.87500 8.18700 0.126
H 31.63800 32.64500 10.54100 0.098
H 30.31800 31.50500 10.40300 0.144
C 24.41000 28.18500 9.90000 -0.085
C 24.81100 27.09400 10.92900 -0.060
O 23.81800 27.23300 11.99800 0.044
C 23.11200 28.29900 11.83100 -0.651
O 22.23900 28.69100 12.51200 0.165
O 23.51600 28.94200 10.70600 0.011
H 23.94800 27.91800 9.09600 0.061
H 25.33300 29.03200 9.89500 0.183
H 25.87600 27.34200 11.36100 0.134
H 24.65500 26.10300 10.40200 0.146
```

## Properties
Kohn-Sham gap in eV: 7.11
Charge: 0
E_HOMO in eV: -7.5
Energy above the lowest of the compared OMol25 structures with the same formula, charge and spin in eV: 3.3368
E_LUMO in Ha: -0.0131

Here is C29H62O9 as an isolated structure from OMol25. Energies are from ωB97M-V with the def2-TZVPD basis set.

```
100
Properties=species:S:1:pos:R:3:lowdin_charge:R:1
C 1.31386 -2.58618 3.76652 -0.074
C 0.26951 -2.65237 2.62511 -0.230
C 0.66870 -3.72075 1.70511 -0.177
O 2.06269 -3.70154 1.78654 -0.135
C 2.57523 -3.06723 3.00406 -0.103
H 1.09347 -3.22141 4.62443 0.109
H 1.39215 -1.57659 4.16986 0.109
H 0.06335 -1.73405 2.07531 0.052
H -0.73661 -2.83627 3.00194 0.148
H 0.15489 -3.61806 0.74931 0.095
H 0.28614 -4.68250 2.04686 0.153
H 3.19229 -2.19524 2.78730 0.121
H 3.16245 -3.64606 3.71695 0.128
C -3.09574 0.61560 3.03028 -0.121
C -1.89532 0.73122 2.17637 -0.220
C -1.86349 2.18220 2.08640 -0.248
O -3.23458 2.47518 1.68299 -0.152
C -4.11828 1.68073 2.47139 -0.126
H -2.81558 0.88021 4.04989 0.115
H -3.50678 -0.39360 3.00444 0.115
H -2.02675 0.32591 1.17311 0.057
H -0.98956 0.43525 2.70561 0.139
H -1.16644 2.54571 1.33136 0.089
H -1.64455 2.70372 3.01816 0.150
H -4.71585 1.08297 1.78313 0.109
H -4.79106 2.18234 3.16700 0.119
C 2.92236 3.55093 0.60181 -0.153
C 2.48464 3.54972 -0.87360 -0.091
C 1.54218 2.33374 -0.73185 -0.123
O 2.26903 1.27254 0.02007 -0.261
C 3.01603 2.06435 0.99807 -0.082
H 2.12219 4.08181 1.11755 0.115
H 3.80860 4.17648 0.70838 0.115
H 3.38639 3.32854 -1.44459 0.120
H 1.94961 4.44321 -1.19534 0.121
H 1.19981 1.83703 -1.63968 0.126
H 0.68329 2.64345 -0.13647 0.088
H 4.07094 1.84086 1.15714 0.150
H 2.44481 2.11257 1.92514 0.131
C -0.33360 0.24209 -2.50777 -0.172
C 0.18883 0.76210 -3.76936 -0.137
C 1.30171 -0.30269 -4.03485 -0.154
O 1.72611 -0.72231 -2.77078 -0.056
C 0.83182 -0.25182 -1.79346 -0.288
H -0.89411 -0.68578 -2.62172 0.108
H -0.94113 0.92064 -1.90895 0.095
H 0.59030 1.76593 -3.63064 0.118
H -0.44385 0.78731 -4.65659 0.106
H 1.99643 0.16275 -4.73401 0.121
H 0.82806 -1.14080 -4.54606 0.122
H 1.36757 0.58302 -1.34166 0.069
H 0.54641 -1.05656 -1.11595 0.139
C -1.47442 -1.02029 0.30101 -0.144
C -2.47144 -1.45049 -0.73654 -0.130
C -1.75889 -2.62896 -1.42695 -0.148
O -0.83307 -3.24632 -0.51498 -0.099
C -0.56029 -2.26012 0.57547 -0.254
H -1.97012 -0.74691 1.23248 0.088
H -0.81945 -0.22215 -0.04841 0.079
H -2.77830 -0.70068 -1.46573 0.083
H -3.41136 -1.80796 -0.31597 0.131
H -1.18570 -2.19308 -2.24522 0.092
H -2.40704 -3.34968 -1.92551 0.124
H 0.46971 -1.91794 0.47477 0.071
H -0.79109 -2.69540 1.54777 0.064
C 4.34740 -1.95599 0.22338 -0.171
C 4.09999 -0.85266 -0.78796 -0.112
C 2.69515 -0.40432 -0.54858 -0.276
O 2.01887 -1.49923 0.02272 -0.184
C 3.01271 -2.54536 0.37471 -0.157
H 4.61291 -1.47697 1.16580 0.098
H 5.13142 -2.69303 0.04967 0.122
H 4.03696 -1.38164 -1.73892 0.114
H 4.86648 -0.07828 -0.75737 0.115
H 2.14933 0.06247 -1.36851 0.037
H 2.73307 0.37775 0.20973 -0.083
H 2.99479 -3.36908 -0.33893 0.148
H 2.90763 -2.95000 1.38135 -0.046
C 0.74930 0.06523 1.33446 -0.035
O 0.15028 1.33602 0.91522 -0.257
H 1.79223 0.12838 1.64499 0.129
H 0.25883 -0.49295 2.13193 0.072
H 0.77559 -0.51005 0.40902 0.059
H 0.87726 1.93990 0.74666 0.034
C -1.37020 1.86659 -0.06561 -0.213
O -2.16723 1.74523 -1.23410 -0.153
C -3.43180 1.27820 -0.86505 -0.181
C -4.35577 1.42171 -2.11759 -0.146
O -4.03886 0.55671 -3.23719 -0.169
C -3.28427 1.24931 -4.24987 -0.090
H -0.97740 0.91231 0.28535 0.026
H -1.90157 2.42633 0.70409 0.030
H -0.58651 2.59281 -0.28131 0.127
H -3.74555 1.91336 -0.03666 0.115
H -3.34026 0.24854 -0.51932 0.077
H -4.67407 2.44216 -2.33078 0.122
H -5.31598 1.07112 -1.73919 0.112
H -3.29572 0.61962 -5.13951 0.089
H -2.25579 1.50278 -3.99278 0.057
H -3.77633 2.18473 -4.51628 0.082
```

## Properties
Kohn-Sham gap in eV: 6.59
Charge: 0
E_HOMO in eV: -6.2
Energy above the lowest of the compared OMol25 structures with the same formula, charge and spin in eV: 40.2153
E_LUMO in Ha: 0.0142